This record from OMol25 describes a structure of composition C26H28N5PdS2 at a distorted geometry. The level of theory is ωB97M-V/def2-TZVPD.

Values from the calculation:
**LUMO level (spin up / spin down)**: -10.891 / -10.908 eV
**Net charge**: +3
**Gap between HOMO and LUMO (spin up / spin down)**: 3.641 / 3.622 eV

```
62
Properties=species:S:1:pos:R:3:mulliken_charge:R:1
C 2.21647 5.73142 -4.26426 -0.378
C 2.10389 4.45431 -4.77169 -0.566
H -3.38760 -2.68896 3.82948 0.305
H 2.62209 -1.63451 -2.06065 0.277
C 0.37012 3.60760 -1.60962 0.880
N -1.85474 0.24593 1.35337 -0.510
H 1.25121 -3.45322 0.99204 0.461
C -0.90010 2.26819 0.46775 0.008
H 1.58030 -2.94428 -3.92417 0.477
H 4.11140 -4.12734 -2.68998 0.409
C 2.68233 -2.72725 -2.06226 0.058
C -4.21514 -1.45183 6.79377 -0.346
H 0.46571 5.28745 -0.26989 0.498
N -0.69830 1.64763 -0.71701 -0.581
C -1.51502 1.54756 1.53439 -0.421
C -0.78747 4.24707 1.90830 -0.990
H -1.14022 -1.51528 -2.93675 0.397
H 2.48138 4.17114 -5.73654 0.418
H -0.82371 -2.96943 -0.36748 0.392
C 2.63099 -3.26261 -0.63310 -1.333
H 0.42556 -1.05504 -3.04202 0.232
H -4.33732 -3.49119 6.08351 0.421
H 2.72864 -4.34943 -0.64732 0.511
C -1.38009 3.56770 2.91831 -1.047
C 1.29674 -2.90740 0.04435 0.269
C -1.76174 2.19880 2.77076 1.183
H 1.94761 -0.93398 -0.07195 0.211
H -0.56730 -3.60379 -2.82226 0.441
C 0.16197 -2.98186 -2.29162 0.394
H 1.21629 -1.30188 1.34437 0.298
S -3.70688 0.04606 6.20521 -0.136
H -0.05313 1.74743 -2.64294 0.503
N 4.00538 -3.10129 -2.67553 -0.177
C -2.43920 -0.42421 2.31687 -0.763
H -2.73079 -1.44603 2.09710 0.390
H 1.26904 2.55691 -4.14023 0.300
H 3.45233 -2.86020 -0.03476 0.437
H 2.67417 6.57404 -4.74652 0.462
H -4.60514 -1.53649 7.79047 0.459
H 4.08702 -2.77040 -3.64819 0.389
C 1.54054 -3.30664 -2.89407 -1.438
H 4.78934 -2.72100 -2.12431 0.386
C -4.07501 -2.47076 5.87106 -0.558
C -2.34936 1.46249 3.79902 -0.289
H -1.57230 4.05106 3.86288 0.481
N -0.23533 -1.56707 -2.46165 -0.557
C 0.13573 4.26842 -0.40181 -0.530
C 1.44725 3.58993 -3.90124 -0.400
S 1.53200 5.89196 -2.72427 -0.126
N 1.19148 -1.46987 0.34341 -0.516
C -3.28331 -0.66558 4.64665 0.168
C -3.55681 -2.02692 4.65804 -0.413
C -2.70890 0.12662 3.60105 0.945
C -0.11867 2.27868 -1.70362 -0.851
H -2.51482 1.93025 4.75813 0.511
H -0.50584 5.28070 2.03008 0.481
C 0.10583 -3.38485 -0.80816 -1.464
C -0.51696 3.62336 0.65091 1.209
H 1.63077 -4.39378 -2.91961 0.507
Pd -0.91588 -0.58877 -0.46166 0.465
C 1.05667 4.20245 -2.71758 0.268
H 0.04684 -4.47200 -0.74657 0.491
```

***

This record from OMol25 describes a structure of composition C26H28NO3PdSi2. The level of theory is ωB97M-V/def2-TZVPD.

Values from the calculation:
**LUMO level (spin up / spin down)**: -3.104 / -3.986 eV
**Spin multiplicity**: 5
**Net charge**: +1
**Gap between HOMO and LUMO (spin up / spin down)**: 6.845 / 8.070 eV

```
61
Properties=species:S:1:pos:R:3:mulliken_charge:R:1
H -3.19039 -1.64924 -4.24734 0.466
H -0.43134 -3.39284 -3.69583 0.443
C 2.35272 3.53792 1.60208 -0.554
C 0.48341 0.81174 -2.58613 -2.056
H 3.18791 4.14654 1.28118 0.429
C 1.43734 4.04754 2.51117 -0.703
C -1.63086 1.37923 4.14597 -1.483
H -0.89676 -0.21092 -7.66067 0.621
Si 0.25085 -1.80488 -1.37380 0.789
N -0.90725 1.11766 -2.04785 -0.692
C -0.43898 -2.13528 -5.51671 -0.113
C -2.87183 3.14849 -3.20852 -1.178
C 2.21356 2.24360 1.11705 -0.650
H -2.14965 2.33987 4.10804 0.360
C 0.00693 -1.38345 -3.22691 0.434
H 1.16708 3.37161 -3.55193 0.352
H 0.27130 4.16077 -2.25234 0.378
H 1.15654 -1.29603 -6.84402 0.592
H -1.64088 -3.44351 -1.31584 0.372
C 1.14516 1.47009 1.53343 -0.428
H -2.37495 -1.85459 -6.62390 0.498
Si -1.14543 2.46641 -3.32115 0.082
H 2.93549 1.83124 0.42768 0.410
C 0.48477 -0.98209 -6.05040 -0.144
H 2.28040 -0.14884 -4.92486 0.471
C -0.94576 1.13360 2.84221 0.798
C -0.92083 1.07174 -5.93062 -1.790
H 1.55441 5.05224 2.89377 0.418
C 2.08492 -1.86106 -0.96242 -1.216
H -0.90811 1.43254 4.96021 0.393
C 0.29368 0.03294 -3.84413 3.190
H -0.07660 4.57338 -3.93152 0.411
C -1.74927 -1.31225 -5.91977 -0.493
C -0.28139 -2.38504 -4.06653 -0.949
C -0.96252 0.96256 -4.47269 2.219
H 2.58964 -0.91616 -1.16049 0.287
O 1.44277 1.22410 -2.01888 -0.492
C -2.08154 0.12273 -3.96335 -0.562
C 0.19007 3.75314 -3.26194 -1.217
H -0.08896 -4.25919 -1.57147 0.403
H -2.35488 0.59079 4.32765 0.366
C 1.20521 -0.23049 -4.97607 -1.888
H 1.09623 0.42642 1.20688 0.793
C -2.02412 0.23182 -2.50057 1.077
H -0.52751 -3.67629 0.03067 0.375
O -1.34507 0.23847 2.10321 -0.610
C -0.58759 -3.44713 -1.03421 -1.367
H -2.94700 4.08146 -3.76875 0.416
C -0.82765 -0.23435 -6.57657 -0.056
Pd -0.88693 -0.01200 -0.09511 0.434
H -3.11983 3.37255 -2.16864 0.384
C -2.50161 -0.92933 -4.67502 -0.995
C 0.20747 1.97804 2.43512 0.521
H 2.23388 -2.11369 0.08868 0.392
H -0.35690 -3.04669 -6.10456 0.682
H -0.71492 1.99904 -6.44535 0.367
C 0.37420 3.26672 2.93735 -0.406
H -0.33326 3.67043 3.64915 0.337
O -2.68569 -0.31182 -1.64286 -0.668
H 2.56512 -2.63558 -1.56775 0.413
H -3.61898 2.45476 -3.59390 0.338
```

***

This record from OMol25 describes a structure of composition C26H28NO6 at a distorted geometry. The level of theory is ωB97M-V/def2-TZVPD.

Values from the calculation:
**LUMO level**: 2.722 eV
**Net charge**: -1
**Gap between HOMO and LUMO**: 5.033 eV

```
61
Properties=species:S:1:pos:R:3:mulliken_charge:R:1
H -0.14499 -1.48469 -0.22071 -0.297
C -1.67818 -2.92083 0.48826 -0.091
C -1.36498 1.49717 4.39347 -1.173
H 2.30602 -1.68224 0.41877 0.512
C -2.56756 0.79428 -5.74640 -0.486
O -2.98851 -2.88876 0.76384 -0.219
H 7.02811 1.96720 0.75430 0.300
C -2.69160 0.08436 -4.54842 -0.294
H 4.44314 2.38859 3.29131 0.278
H -5.72824 -4.55022 -0.12751 0.408
H 5.88235 1.39441 -0.49158 0.312
C 0.12227 -0.34142 -0.43482 0.725
O -2.71246 -0.10805 0.85149 -0.673
H -3.55440 -4.91925 0.84325 0.297
H -1.99713 2.25275 4.86720 0.401
C 3.77248 1.35010 1.00491 0.068
C 1.31558 0.22173 0.15150 0.607
H 4.94989 3.78561 2.29880 0.323
C -1.73512 -0.55490 1.41243 -0.327
C -2.13747 0.86312 3.26571 -0.281
C 0.07999 -2.16344 1.97464 -2.552
H -1.36722 2.17603 -6.91106 0.353
C 2.64079 2.16720 0.77190 -0.519
H 5.97640 3.12920 -0.08238 0.290
O -2.20390 -1.42448 -1.86519 -0.638
H -0.46347 1.99571 4.02166 0.254
O -1.31151 -0.14585 2.63360 -0.283
H 0.74930 -1.37320 2.33370 0.472
H -3.28644 -4.24970 -0.78825 0.299
C -0.63925 1.11579 -3.77118 -0.064
C -1.72500 0.25662 -3.56396 -0.010
O 1.36162 1.64807 -2.55521 -0.763
C 5.14716 2.72786 2.52389 -1.011
C -0.47416 1.79323 -4.97732 -0.445
H 4.48437 -0.68558 1.07482 0.399
C 6.02855 2.10724 0.32689 -0.964
H -2.40761 1.60542 2.50943 0.308
H -1.07826 0.77895 5.16862 0.286
H 6.16536 2.64198 2.91792 0.325
C -5.13808 -3.66091 0.09099 -1.198
C 2.40909 -0.59977 0.50870 -0.522
H -3.51910 -0.59049 -4.34420 0.457
O -1.12503 -3.89250 -0.00289 -0.712
C -0.85336 -1.68897 0.87709 3.088
N 5.01610 1.89872 1.34409 0.213
C 1.46192 1.62144 0.30492 -0.662
C -1.45760 1.64310 -5.96280 -0.399
C -3.69608 -4.03527 0.20321 -0.184
H -0.52307 -2.53652 2.82133 0.471
H 0.62960 2.27623 0.03571 0.495
H -3.04125 0.36688 3.63641 0.290
C -0.39155 0.17133 -1.58608 0.618
C -1.57292 -0.45189 -2.25663 -0.402
H -5.53024 -3.20163 0.99579 0.295
C 3.62336 -0.05040 0.87019 -0.571
H -5.27816 -2.97016 -0.74000 0.262
H 2.73678 3.24856 0.87397 0.334
H -3.32582 0.68105 -6.52362 0.352
H 0.70130 -2.98904 1.59334 0.395
H 0.40341 2.42604 -5.12487 0.444
C 0.27477 1.08417 -2.59300 -0.192
```

***

Repeat the third record exactly.
This record from OMol25 describes a structure of composition C26H28NO6 at a distorted geometry. The level of theory is ωB97M-V/def2-TZVPD.

Values from the calculation:
**LUMO level**: 2.722 eV
**Net charge**: -1
**Gap between HOMO and LUMO**: 5.033 eV

```
61
Properties=species:S:1:pos:R:3:mulliken_charge:R:1
H -0.14499 -1.48469 -0.22071 -0.297
C -1.67818 -2.92083 0.48826 -0.091
C -1.36498 1.49717 4.39347 -1.173
H 2.30602 -1.68224 0.41877 0.512
C -2.56756 0.79428 -5.74640 -0.486
O -2.98851 -2.88876 0.76384 -0.219
H 7.02811 1.96720 0.75430 0.300
C -2.69160 0.08436 -4.54842 -0.294
H 4.44314 2.38859 3.29131 0.278
H -5.72824 -4.55022 -0.12751 0.408
H 5.88235 1.39441 -0.49158 0.312
C 0.12227 -0.34142 -0.43482 0.725
O -2.71246 -0.10805 0.85149 -0.673
H -3.55440 -4.91925 0.84325 0.297
H -1.99713 2.25275 4.86720 0.401
C 3.77248 1.35010 1.00491 0.068
C 1.31558 0.22173 0.15150 0.607
H 4.94989 3.78561 2.29880 0.323
C -1.73512 -0.55490 1.41243 -0.327
C -2.13747 0.86312 3.26571 -0.281
C 0.07999 -2.16344 1.97464 -2.552
H -1.36722 2.17603 -6.91106 0.353
C 2.64079 2.16720 0.77190 -0.519
H 5.97640 3.12920 -0.08238 0.290
O -2.20390 -1.42448 -1.86519 -0.638
H -0.46347 1.99571 4.02166 0.254
O -1.31151 -0.14585 2.63360 -0.283
H 0.74930 -1.37320 2.33370 0.472
H -3.28644 -4.24970 -0.78825 0.299
C -0.63925 1.11579 -3.77118 -0.064
C -1.72500 0.25662 -3.56396 -0.010
O 1.36162 1.64807 -2.55521 -0.763
C 5.14716 2.72786 2.52389 -1.011
C -0.47416 1.79323 -4.97732 -0.445
H 4.48437 -0.68558 1.07482 0.399
C 6.02855 2.10724 0.32689 -0.964
H -2.40761 1.60542 2.50943 0.308
H -1.07826 0.77895 5.16862 0.286
H 6.16536 2.64198 2.91792 0.325
C -5.13808 -3.66091 0.09099 -1.198
C 2.40909 -0.59977 0.50870 -0.522
H -3.51910 -0.59049 -4.34420 0.457
O -1.12503 -3.89250 -0.00289 -0.712
C -0.85336 -1.68897 0.87709 3.088
N 5.01610 1.89872 1.34409 0.213
C 1.46192 1.62144 0.30492 -0.662
C -1.45760 1.64310 -5.96280 -0.399
C -3.69608 -4.03527 0.20321 -0.184
H -0.52307 -2.53652 2.82133 0.471
H 0.62960 2.27623 0.03571 0.495
H -3.04125 0.36688 3.63641 0.290
C -0.39155 0.17133 -1.58608 0.618
C -1.57292 -0.45189 -2.25663 -0.402
H -5.53024 -3.20163 0.99579 0.295
C 3.62336 -0.05040 0.87019 -0.571
H -5.27816 -2.97016 -0.74000 0.262
H 2.73678 3.24856 0.87397 0.334
H -3.32582 0.68105 -6.52362 0.352
H 0.70130 -2.98904 1.59334 0.395
H 0.40341 2.42604 -5.12487 0.444
C 0.27477 1.08417 -2.59300 -0.192
```